Entry 1:
Molecular formula: C6H9N
Method: DFT, ωB97M-V with the def2-TZVPD basis set

Properties
Calculated total energy, a.u.: -288.7374
Relative energy (zero: lowest compared OMol25 entry of this formula, charge and spin), kJ/mol: 117.3
Orbital gap, eV: 8.6
Strongest force on any atom, eV/Å: 0.31
SMILES: C=C1NC=C[C@H]1C

Last columns: bonded neighbours and bond lengths (Å).
Positions of all 16 atoms, in Å:
1 C -1.38 1.52 0.42  C2 1.335, H8 1.085, H9 1.085
2 C -0.25 0.88 0.10  C1 1.335, N3 1.401, C6 1.523
3 N 1.02 1.45 -0.10  C2 1.401, C4 1.402, H10 1.008
4 C 1.98 0.44 -0.22  N3 1.402, C5 1.335, H11 1.084
5 C 1.41 -0.77 -0.30  C4 1.335, C6 1.511, H12 1.082
6 C -0.09 -0.57 -0.33  C2 1.523, C5 1.511, C7 1.522, H13 1.099
7 C -1.01 -1.64 0.24  C6 1.522, H14 1.096, H15 1.095, H16 1.094
8 H -2.29 0.96 0.58  C1 1.085
9 H -1.44 2.60 0.45  C1 1.085
10 H 1.24 2.37 0.25  N3 1.008
11 H 3.03 0.70 -0.30  C4 1.084
12 H 1.91 -1.71 -0.46  C5 1.082
13 H -0.36 -0.48 -1.39  C6 1.099
14 H -0.73 -2.61 -0.17  C7 1.096
15 H -2.04 -1.44 -0.08  C7 1.095
16 H -0.99 -1.71 1.33  C7 1.094

***

Entry 2:
Molecular formula: C56H84O42
Method: DFT, ωB97M-V with the def2-TZVPD basis set

Properties
Calculated total energy, a.u.: -5344.5460
Relative energy (zero: lowest compared OMol25 entry of this formula, charge and spin), kJ/mol: 281.6
Orbital gap, eV: 10.8
Strongest force on any atom, eV/Å: 6.13

Last columns: bonded neighbours and bond lengths (Å).
Positions of all 182 atoms, in Å:
1 C 6.46 -2.04 -0.40  C2 1.494, H8 1.079, H9 1.037, H10 1.062
2 C 6.48 -0.57 -0.16  C1 1.494, C3 1.552, O7 1.490, H11 1.093
3 C 5.08 0.09 -0.12  C2 1.552, O4 1.490, H12 1.088, H13 1.071
4 O 5.02 0.79 1.20  C3 1.490, C5 1.369
5 C 6.23 0.62 1.81  O4 1.369, O6 1.196, O7 1.360
6 O 6.58 1.22 2.78  C5 1.196
7 O 7.00 -0.34 1.22  C2 1.490, C5 1.360
8 H 7.31 -2.59 -0.02  C1 1.079
9 H 6.53 -2.29 -1.41  C1 1.037
10 H 5.59 -2.52 -0.01  C1 1.062
11 H 7.23 -0.06 -0.76  C2 1.093
12 H 4.28 -0.65 -0.13  C3 1.088
13 H 5.01 0.78 -0.94  C3 1.071
14 C 4.65 3.81 0.29  C15 1.503, H21 1.097, H22 1.158, H23 1.058
15 C 5.31 4.60 1.38  C14 1.503, C16 1.562, O20 1.463, H24 1.104
16 C 5.84 5.99 0.91  C15 1.562, O17 1.427, H25 1.048, H26 1.107
17 O 5.00 7.00 1.47  C16 1.427, C18 1.376
18 C 4.15 6.40 2.36  O17 1.376, O19 1.194, O20 1.371
19 O 3.32 6.97 3.00  C18 1.194
20 O 4.40 5.06 2.44  C15 1.463, C18 1.371
21 H 4.00 4.50 -0.27  C14 1.097
22 H 3.94 2.98 0.66  C14 1.158
23 H 5.33 3.40 -0.41  C14 1.058
24 H 6.07 3.91 1.79  C15 1.104
25 H 5.92 6.08 -0.13  C16 1.048
26 H 6.84 6.09 1.37  C16 1.107
27 C -1.35 -2.79 -0.60  C28 1.526, H34 1.170, H35 1.102, H36 1.063
28 C -1.39 -4.25 -1.02  C27 1.526, C29 1.572, O33 1.437, H37 1.097
29 C -1.46 -4.53 -2.56  C28 1.572, O30 1.405, H38 1.074, H39 1.125
30 O -0.44 -5.45 -2.87  C29 1.405, C31 1.341
31 C 0.31 -5.64 -1.77  O30 1.341, O32 1.196, O33 1.369
32 O 1.28 -6.34 -1.69  C31 1.196
33 O -0.18 -4.95 -0.69  C28 1.437, C31 1.369
34 H -2.31 -2.31 -1.08  C27 1.170
35 H -0.51 -2.31 -1.12  C27 1.102
36 H -1.29 -2.65 0.45  C27 1.063
37 H -2.19 -4.74 -0.44  C28 1.097
38 H -1.24 -3.66 -3.15  C29 1.074
39 H -2.47 -4.99 -2.74  C29 1.125
40 C -7.60 -1.49 0.37  C41 1.492, H47 1.074, H48 1.111, H49 1.120
41 C -6.96 -1.59 -0.98  C40 1.492, C42 1.565, O46 1.401, H50 1.045
42 C -5.41 -1.33 -0.92  C41 1.565, O43 1.381, H51 1.135, H52 1.079
43 O -4.81 -2.30 -1.70  C42 1.381, C44 1.348
44 C -5.72 -3.25 -2.00  O43 1.348, O45 1.184, O46 1.382
45 O -5.46 -4.23 -2.59  C44 1.184
46 O -6.97 -2.87 -1.53  C41 1.401, C44 1.382
47 H -7.01 -2.20 0.91  C40 1.074
48 H -8.67 -1.74 0.26  C40 1.111
49 H -7.37 -0.45 0.73  C40 1.120
50 H -7.41 -0.92 -1.64  C41 1.045
51 H -5.00 -1.34 0.13  C42 1.135
52 H -5.12 -0.35 -1.26  C42 1.079
53 C -3.33 5.36 0.14  C54 1.450, H60 1.128, H61 1.055, H62 1.086
54 C -3.52 4.63 -1.09  C53 1.450, C55 1.538, O59 1.424, H63 1.151
55 C -2.49 3.49 -1.21  C54 1.538, O56 1.467, H64 1.124, H65 1.197
56 O -3.39 2.34 -1.03  C55 1.467, C57 1.297
57 C -4.63 2.71 -1.04  O56 1.297, O58 1.184, O59 1.355
58 O -5.46 1.86 -0.97  C57 1.184
59 O -4.81 4.03 -1.25  C54 1.424, C57 1.355
60 H -2.28 5.78 0.24  C53 1.128
61 H -3.49 4.74 0.98  C53 1.055
62 H -4.07 6.14 0.31  C53 1.086
63 H -3.40 5.42 -1.92  C54 1.151
64 H -1.68 3.56 -0.45  C55 1.124
65 H -2.02 3.37 -2.31  C55 1.197
66 C -2.53 4.87 -5.49  C67 1.549, H73 1.134, H74 1.141, H75 1.098
67 C -1.08 5.06 -4.98  C66 1.549, C68 1.459, O72 1.463, H76 1.094
68 C -0.51 6.35 -5.34  C67 1.459, O69 1.461, H77 1.060, H78 1.063
69 O -0.55 7.09 -4.07  C68 1.461, C70 1.313
70 C -0.89 6.31 -3.07  O69 1.313, O71 1.185, O72 1.388
71 O -1.12 6.71 -1.98  C70 1.185
72 O -1.06 5.01 -3.52  C67 1.463, C70 1.388
73 H -2.95 3.85 -5.24  C66 1.134
74 H -2.61 4.85 -6.63  C66 1.141
75 H -3.20 5.66 -5.12  C66 1.098
76 H -0.52 4.19 -5.35  C67 1.094
77 H -1.01 6.93 -6.07  C68 1.060
78 H 0.52 6.28 -5.60  C68 1.063
79 C 4.86 0.59 5.62  C80 1.464, H86 1.109, H87 1.120, H88 1.045
80 C 3.98 1.75 5.77  C79 1.464, C81 1.546, O85 1.466, H89 1.087
81 C 3.74 2.58 4.49  C80 1.546, O82 1.444, H90 1.139, H91 1.088
82 O 2.37 3.02 4.58  C81 1.444, C83 1.340
83 C 1.80 2.19 5.46  O82 1.340, O84 1.198, O85 1.331
84 O 0.61 2.16 5.60  C83 1.198
85 O 2.61 1.39 6.15  C80 1.466, C83 1.331
86 H 4.56 -0.09 4.80  C79 1.109
87 H 4.99 -0.02 6.55  C79 1.120
88 H 5.84 0.82 5.35  C79 1.045
89 H 4.27 2.45 6.55  C80 1.087
90 H 3.94 1.91 3.59  C81 1.139
91 H 4.40 3.44 4.41  C81 1.088
92 C -2.65 -0.55 3.17  C93 1.510, H99 1.111, H100 1.089, H101 1.103
93 C -1.58 -1.52 3.62  C92 1.510, C94 1.491, O98 1.479, H102 1.108
94 C -2.08 -2.15 4.88  C93 1.491, O95 1.412, H103 1.080, H104 1.122
95 O -1.89 -3.54 4.71  C94 1.412, C96 1.319
96 C -1.78 -3.81 3.43  O95 1.319, O97 1.186, O98 1.352
97 O -1.74 -4.91 2.98  C96 1.186
98 O -1.59 -2.68 2.70  C93 1.479, C96 1.352
99 H -3.51 -1.15 2.82  C92 1.111
100 H -2.23 0.07 2.37  C92 1.089
101 H -3.04 -0.01 4.04  C92 1.103
102 H -0.53 -1.17 3.67  C93 1.108
103 H -3.10 -2.06 5.21  C94 1.080
104 H -1.37 -1.84 5.69  C94 1.122
105 C 1.44 0.71 2.23  C106 1.519, H112 1.139, H113 1.101, H114 1.107
106 C 1.10 0.05 0.91  C105 1.519, C107 1.487, O111 1.438, H115 1.084
107 C -0.27 0.34 0.43  C106 1.487, O108 1.471, H116 1.092, H117 1.126
108 O -0.02 0.50 -1.01  C107 1.471, C109 1.389
109 C 1.32 0.75 -1.27  O108 1.389, O110 1.195, O111 1.343
110 O 1.77 1.09 -2.32  C109 1.195
111 O 1.99 0.47 -0.14  C106 1.438, C109 1.343
112 H 2.45 0.37 2.63  C105 1.139
113 H 0.70 0.53 3.02  C105 1.101
114 H 1.52 1.81 2.14  C105 1.107
115 H 1.32 -1.00 1.09  C106 1.084
116 H -0.72 1.27 0.80  C107 1.092
117 H -0.96 -0.50 0.70  C107 1.126
118 C -4.19 0.21 -4.48  C119 1.494, H125 1.051, H126 1.123, H127 1.104
119 C -3.10 0.35 -3.46  C118 1.494, C120 1.513, O124 1.476, H128 1.070
120 C -2.12 -0.80 -3.52  C119 1.513, O121 1.460, H129 1.071, H130 1.092
121 O -1.25 -0.35 -4.61  C120 1.460, C122 1.335
122 C -1.23 0.98 -4.58  O121 1.335, O123 1.190, O124 1.355
123 O -0.54 1.63 -5.30  C122 1.190
124 O -2.21 1.48 -3.78  C119 1.476, C122 1.355
125 H -3.84 -0.22 -5.36  C118 1.051
126 H -4.79 1.14 -4.68  C118 1.123
127 H -4.95 -0.51 -4.12  C118 1.104
128 H -3.42 0.45 -2.45  C119 1.070
129 H -2.46 -1.78 -3.78  C120 1.071
130 H -1.49 -0.97 -2.65  C120 1.092
131 C 1.52 -2.14 -5.15  C132 1.482, H138 1.142, H139 1.060, H140 1.119
132 C 1.91 -3.13 -4.12  C131 1.482, C133 1.572, O137 1.472, H141 1.089
133 C 3.43 -3.23 -3.75  C132 1.572, O134 1.462, H142 1.096, H143 1.074
134 O 3.47 -2.60 -2.42  C133 1.462, C135 1.368
135 C 2.21 -2.53 -1.90  O134 1.368, O136 1.137, O137 1.346
136 O 1.96 -2.18 -0.84  C135 1.137
137 O 1.28 -2.84 -2.82  C132 1.472, C135 1.346
138 H 0.38 -2.00 -5.16  C131 1.142
139 H 1.90 -2.38 -6.11  C131 1.060
140 H 1.95 -1.16 -4.85  C131 1.119
141 H 1.45 -4.08 -4.42  C132 1.089
142 H 4.18 -2.81 -4.44  C133 1.096
143 H 3.61 -4.28 -3.62  C133 1.074
144 C -2.42 -7.12 0.76  C145 1.516, H151 1.079, H152 1.061, H153 1.085
145 C -3.85 -6.69 1.00  C144 1.516, C146 1.511, O150 1.458, H154 1.097
146 C -4.18 -6.44 2.45  C145 1.511, O147 1.454, H155 1.110, H156 1.089
147 O -4.44 -5.01 2.50  C146 1.454, C148 1.307
148 C -4.45 -4.52 1.29  O147 1.307, O149 1.220, O150 1.315
149 O -4.69 -3.35 1.04  C148 1.220
150 O -4.10 -5.40 0.37  C145 1.458, C148 1.315
151 H -2.30 -8.08 1.23  C144 1.079
152 H -1.73 -6.40 1.13  C144 1.061
153 H -2.15 -7.30 -0.28  C144 1.085
154 H -4.56 -7.36 0.49  C145 1.097
155 H -3.32 -6.56 3.14  C146 1.110
156 H -5.03 -6.94 2.91  C146 1.089
157 C 2.75 -6.04 1.35  C158 1.492, H164 1.072, H165 1.112, H166 1.103
158 C 2.59 -4.57 1.16  C157 1.492, C159 1.510, O163 1.428, H167 1.133
159 C 1.32 -4.07 1.82  C158 1.510, O160 1.494, H168 1.096, H169 1.065
160 O 1.80 -2.81 2.46  C159 1.494, C161 1.343
161 C 3.13 -2.72 2.38  O160 1.343, O162 1.191, O163 1.353
162 O 3.77 -1.81 2.81  C161 1.191
163 O 3.63 -3.83 1.78  C158 1.428, C161 1.353
164 H 3.66 -6.46 0.97  C157 1.072
165 H 1.88 -6.65 1.01  C157 1.112
166 H 2.90 -6.35 2.40  C157 1.103
167 H 2.55 -4.33 0.05  C158 1.133
168 H 0.97 -4.73 2.63  C159 1.096
169 H 0.48 -3.90 1.19  C159 1.065
170 C 1.24 5.26 0.05  C171 1.555, H177 1.104, H178 1.145, H179 1.085
171 C 0.96 4.69 1.47  C170 1.555, C172 1.513, O176 1.413, H180 1.103
172 C 0.14 5.58 2.38  C171 1.513, O173 1.399, H181 1.071, H182 1.084
173 O -0.92 4.76 2.78  C172 1.399, C174 1.356
174 C -0.98 3.62 2.05  O173 1.356, O175 1.171, O176 1.370
175 O -1.85 2.83 2.11  C174 1.171
176 O 0.17 3.53 1.31  C171 1.413, C174 1.370
177 H 1.97 6.08 0.10  C170 1.104
178 H 0.22 5.48 -0.41  C170 1.145
179 H 1.64 4.35 -0.40  C170 1.085
180 H 1.86 4.29 1.98  C171 1.103
181 H -0.24 6.47 1.92  C172 1.071
182 H 0.66 5.93 3.27  C172 1.084

***

Entry 3:
Molecular formula: C4H2Cl2FN
Method: DFT, ωB97M-V with the def2-TZVPD basis set

Properties
Calculated total energy, a.u.: -1228.5898
Relative energy (zero: lowest compared OMol25 entry of this formula, charge and spin), kJ/mol: 0.0
Orbital gap, eV: 9.1
Strongest force on any atom, eV/Å: 4.62
SMILES: Fc1cc(Cl)[nH]c1Cl

Last columns: bonded neighbours and bond lengths (Å).
Positions of all 10 atoms, in Å:
1 F 1.57 2.15 -0.09  C2 1.389
2 C 0.62 1.14 0.03  F1 1.389, C3 1.350, C7 1.384
3 C -0.72 1.29 0.15  C2 1.350, C4 1.376, H9 1.095
4 C -1.22 0.02 0.28  C3 1.376, Cl5 1.716, N6 1.358
5 Cl -2.84 -0.40 -0.11  C4 1.716
6 N -0.25 -0.90 0.06  C4 1.358, C7 1.390, H10 1.078
7 C 0.95 -0.20 0.05  C2 1.384, N6 1.390, Cl8 1.691
8 Cl 2.34 -1.17 -0.04  C7 1.691
9 H -1.20 2.21 -0.21  C3 1.095
10 H -0.36 -1.97 0.16  N6 1.078

***

Entry 4:
Molecular formula: C5H5NO2
Method: DFT, ωB97M-V with the def2-TZVPD basis set

Properties
Calculated total energy, a.u.: -398.6313
Relative energy (zero: lowest compared OMol25 entry of this formula, charge and spin), kJ/mol: 386.4
Orbital gap, eV: 9.5
Strongest force on any atom, eV/Å: 2.20
SMILES: Oc1onc2c1CC2

Last columns: bonded neighbours and bond lengths (Å).
Positions of all 13 atoms, in Å:
1 O -2.80 -0.62 -0.04  C2 1.351, H9 0.952
2 C -1.67 0.11 -0.07  O1 1.351, O3 1.356, C6 1.330
3 O -1.85 1.44 0.07  C2 1.356, N4 1.481
4 N -0.51 2.06 -0.05  O3 1.481, C5 1.278
5 C 0.25 1.03 -0.11  N4 1.278, C6 1.419, C8 1.528
6 C -0.38 -0.24 -0.10  C2 1.330, C5 1.419, C7 1.548
7 C 0.99 -0.94 0.01  C6 1.548, C8 1.586, H10 1.098, H11 1.124
8 C 1.67 0.49 0.00  C5 1.528, C7 1.586, H12 1.161, H13 1.141
9 H -2.54 -1.53 0.04  O1 0.952
10 H 1.00 -1.54 0.93  C7 1.098
11 H 1.30 -1.74 -0.73  C7 1.124
12 H 2.26 0.74 0.97  C8 1.161
13 H 2.29 0.75 -0.92  C8 1.141